Entry 1:
{
  "formula": "C24H38Cl4EuN5O2S",
  "method": "wB97M-V/def2-TZVPD",
  "species": ["Eu", "N", "C", "C", "C", "N", "C", "C", "N", "C", "H", "H", "H", "H", "H", "H", "H", "H", "H", "H", "H", "H", "H", "H", "H", "H", "Cl", "C", "C", "C", "C", "C", "Cl", "C", "S", "H", "H", "H", "N", "C", "C", "C", "C", "N", "H", "H", "H", "H", "H", "H", "H", "H", "H", "H", "H", "H", "Cl", "C", "Cl", "H", "H", "O", "C", "O", "C", "C", "C", "C", "C", "C", "H", "H", "H", "H", "H"],
  "xyz": [[-0.341, 0.739, 0.893], [2.882, -1.842, -1.299], [2.866, -3.242, -0.841], [2.011, -4.043, -1.835], [0.524, -3.659, -1.767], [0.291, -2.235, -2.192], [-0.011, -3.896, -0.361], [0.805, -3.321, 0.807], [0.300, -1.974, 1.204], [2.326, -3.380, 0.589], [3.543, -1.705, -2.056], [3.069, -1.167, -0.569], [1.164, -1.677, -1.884], [3.879, -3.649, -0.827], [2.089, -5.106, -1.599], [2.398, -3.911, -2.851], [-0.045, -4.291, -2.448], [-0.577, -1.840, -1.781], [0.200, -2.157, -3.201], [-0.045, -4.980, -0.231], [-1.045, -3.540, -0.298], [0.605, -3.998, 1.641], [0.743, -1.772, 2.096], [-0.677, -2.128, 1.420], [2.656, -4.362, 0.937], [2.819, -2.645, 1.233], [-2.820, -0.700, 1.605], [-3.888, -0.637, 0.212], [-5.241, -0.798, 0.456], [-6.122, -0.756, -0.607], [-5.638, -0.561, -1.890], [-4.281, -0.403, -2.112], [-3.760, -0.174, -3.743], [-3.337, -0.428, -1.059], [-1.624, -0.191, -1.341], [-5.592, -0.959, 1.468], [-7.184, -0.878, -0.437], [-6.317, -0.530, -2.734], [-2.359, 2.467, 0.581], [-2.032, 3.738, 1.268], [-1.225, 3.454, 2.528], [-1.978, 2.652, 3.596], [-1.054, 1.756, 4.412], [-0.758, 0.492, 3.676], [-2.402, 2.628, -0.416], [-3.291, 2.169, 0.834], [-2.930, 4.311, 1.514], [-1.424, 4.338, 0.596], [-0.884, 4.401, 2.954], [-0.324, 2.920, 2.221], [-2.751, 2.026, 3.140], [-2.488, 3.342, 4.272], [-1.494, 1.538, 5.387], [-0.110, 2.273, 4.589], [-1.567, -0.103, 3.815], [-0.013, 0.022, 4.177], [4.508, 0.170, 1.854], [3.687, 1.270, 2.963], [1.963, 1.537, 2.587], [4.180, 2.229, 2.915], [3.742, 0.853, 3.956], [0.476, 2.436, -0.228], [1.312, 1.664, -0.773], [1.496, 0.499, -0.305], [2.049, 2.085, -1.998], [3.378, 1.720, -2.177], [4.051, 2.103, -3.328], [3.387, 2.827, -4.311], [2.055, 3.183, -4.136], [1.389, 2.824, -2.973], [3.886, 1.156, -1.401], [5.095, 1.845, -3.460], [3.909, 3.118, -5.216], [1.540, 3.748, -4.903], [0.356, 3.106, -2.810]],
  "atomic_forces_ev_per_a": [[-2.5249, -1.6249, 2.9539], [-0.2291, -0.1672, -0.1481], [-0.1992, 0.3147, -0.0943], [-0.0329, 0.1637, 0.0138], [0.2955, -0.1297, 0.1042], [1.4017, -0.4986, 0.0290], [-0.0423, 0.0808, 0.0497], [-0.1159, 0.0140, 0.0377], [0.4223, -0.6195, -0.2334], [-0.0055, 0.0198, -0.1414], [0.0097, 0.0097, 0.0911], [-0.0654, 0.0716, 0.0497], [-0.6011, -0.3194, -0.0497], [0.0301, -0.1281, -0.0470], [-0.0496, -0.0275, -0.0576], [-0.0103, -0.0001, 0.0628], [-0.0156, 0.0371, -0.0537], [-0.1569, 0.4076, 0.1100], [0.0446, 0.0328, -0.0765], [-0.0310, 0.0142, -0.0450], [0.0134, -0.0552, 0.0545], [0.0185, -0.0449, 0.0861], [0.0722, 0.1317, 0.1271], [-0.2438, 0.1565, 0.0697], [0.0026, 0.0227, 0.0312], [-0.0198, -0.0234, 0.0037], [-0.4746, -0.2440, 0.0702], [-0.0872, 0.0089, -0.2076], [0.0467, -0.0360, 0.1261], [-0.0824, 0.0000, 0.0199], [-0.0684, -0.0030, -0.1151], [0.0832, -0.0497, 0.3725], [0.0791, 0.0156, -0.0433], [-0.1162, 0.0580, -0.1915], [-0.8997, -0.0742, -0.6353], [0.0292, 0.0176, -0.0584], [0.0533, 0.0044, -0.0211], [0.0698, 0.0034, 0.0561], [-0.1634, 0.4434, 0.1508], [0.0521, -0.1167, 0.0604], [-0.2798, 0.0503, 0.0155], [0.1193, 0.0521, 0.0429], [-0.0450, -0.0069, -0.0728], [-0.0669, 0.3025, 0.3483], [0.0931, -0.0536, -0.2149], [-0.1420, -0.1320, 0.0829], [-0.0132, 0.0351, -0.0193], [0.0047, 0.0398, -0.0533], [0.0824, -0.0731, 0.0024], [0.1613, 0.1172, 0.0726], [-0.0280, -0.0115, 0.0030], [-0.0584, -0.0305, -0.0435], [0.0016, 0.0024, 0.0167], [0.0227, -0.0252, 0.0158], [-0.1347, -0.1279, -0.0786], [0.1521, -0.0574, -0.0420], [-0.1822, -0.0089, -0.0516], [0.0669, -0.0054, -0.0918], [0.6599, 0.0875, 0.4479], [0.0176, 0.1279, -0.0445], [-0.0279, -0.0670, 0.1240], [0.8667, 1.8161, -1.2797], [0.4087, 0.1671, -0.4053], [1.8754, -0.0802, -1.2985], [-0.0942, 0.0323, -0.0253], [0.0763, -0.0878, -0.0008], [0.0383, 0.0022, 0.0054], [-0.0085, 0.0070, -0.0407], [-0.0199, 0.0024, 0.0300], [0.0402, 0.0703, 0.0116], [-0.0456, 0.0325, -0.0552], [-0.0515, -0.0001, 0.0118], [-0.0245, -0.0165, 0.0694], [0.0168, -0.0277, 0.0243], [0.0297, 0.0009, -0.0178]],
  "total_charge": 1,
  "gap_ev": [6.373, 7.965],
  "mol_weight_g_mol": 754.44,
  "multiplicity": 8
}

Entry 2:
{
  "formula": "C45H45F4N5O25S",
  "method": "wB97M-V/def2-TZVPD",
  "species": ["C", "C", "C", "C", "C", "C", "N", "O", "O", "H", "H", "H", "H", "H", "C", "C", "C", "C", "C", "C", "N", "O", "O", "H", "H", "H", "H", "H", "C", "C", "C", "C", "C", "C", "N", "O", "O", "H", "H", "H", "H", "H", "C", "C", "C", "C", "C", "C", "N", "O", "O", "H", "H", "H", "H", "H", "C", "C", "C", "C", "C", "C", "N", "O", "O", "H", "H", "H", "H", "H", "O", "S", "O", "O", "C", "C", "C", "H", "H", "H", "H", "H", "H", "H", "H", "C", "C", "O", "C", "O", "O", "F", "H", "H", "H", "C", "C", "O", "C", "O", "O", "F", "H", "H", "H", "C", "C", "O", "C", "O", "O", "F", "H", "H", "H", "C", "C", "O", "C", "O", "O", "F", "H", "H", "H"],
  "xyz": [[2.015, 1.511, -0.030], [1.325, 1.754, -1.203], [-0.014, 1.435, -1.277], [-0.607, 0.754, -0.227], [0.109, 0.424, 0.898], [1.422, 0.829, 1.026], [-2.008, 0.381, -0.328], [-2.392, -0.578, 0.312], [-2.681, 0.988, -1.140], [2.992, 1.942, 0.164], [1.821, 2.182, -2.064], [-0.592, 1.694, -2.154], [-0.464, -0.137, 1.627], [1.943, 0.648, 1.957], [4.569, -0.647, -1.222], [4.884, -0.767, 0.121], [6.165, -1.171, 0.484], [6.945, -1.774, -0.478], [6.605, -1.750, -1.824], [5.425, -1.149, -2.206], [8.201, -2.436, -0.091], [8.817, -3.038, -0.944], [8.531, -2.344, 1.077], [3.595, -0.304, -1.554], [4.193, -0.344, 0.838], [6.516, -1.081, 1.501], [7.227, -2.252, -2.551], [5.112, -1.046, -3.235], [2.183, -3.403, 1.066], [0.969, -2.903, 0.598], [-0.162, -3.025, 1.380], [-0.101, -3.822, 2.513], [1.063, -4.404, 2.951], [2.194, -4.275, 2.140], [-1.315, -3.939, 3.326], [-1.386, -4.877, 4.094], [-2.177, -3.092, 3.173], [3.093, -3.272, 0.493], [0.888, -2.332, -0.320], [-1.126, -2.640, 1.087], [1.187, -4.846, 3.929], [3.115, -4.754, 2.444], [-2.932, -5.063, 0.367], [-2.113, -6.178, 0.204], [-1.197, -6.203, -0.828], [-0.994, -5.044, -1.547], [-1.824, -3.934, -1.441], [-2.809, -3.971, -0.478], [0.082, -5.024, -2.548], [1.084, -5.671, -2.300], [-0.087, -4.352, -3.550], [-3.625, -5.117, 1.198], [-2.242, -7.039, 0.845], [-0.645, -7.106, -1.051], [-1.531, -3.047, -1.987], [-3.513, -3.151, -0.387], [1.604, 3.785, 5.089], [2.815, 3.135, 4.863], [3.828, 3.169, 5.803], [3.722, 4.080, 6.843], [2.506, 4.685, 7.097], [1.433, 4.567, 6.230], [4.826, 4.243, 7.791], [4.607, 4.832, 8.829], [5.898, 3.776, 7.462], [0.783, 3.770, 4.382], [2.848, 2.473, 4.006], [4.736, 2.590, 5.701], [2.412, 5.316, 7.974], [0.482, 5.038, 6.425], [-5.607, 1.350, 0.285], [-6.840, 0.689, 0.569], [-7.768, 0.535, -0.500], [-6.541, -0.725, 1.209], [-5.455, -0.780, 2.163], [-5.841, -1.757, 3.252], [-7.633, 1.508, 1.936], [-5.075, 0.154, 2.584], [-4.597, -1.166, 1.612], [-4.998, -2.033, 3.880], [-6.099, -2.699, 2.754], [-6.688, -1.429, 3.852], [-8.237, 0.774, 2.452], [-8.135, 2.368, 1.497], [-6.858, 1.964, 2.549], [-3.477, 3.847, 0.165], [-4.182, 4.265, 1.426], [-3.412, 3.708, 2.453], [-2.158, 3.456, 1.943], [-1.268, 3.007, 2.585], [-2.092, 3.807, 0.651], [-5.457, 3.759, 1.443], [-3.613, 4.499, -0.688], [-3.660, 2.805, -0.089], [-4.309, 5.346, 1.512], [-0.270, 0.613, -5.366], [0.972, 1.337, -5.817], [1.228, 0.689, -7.070], [0.003, 0.402, -7.594], [-0.226, 0.120, -8.714], [-0.949, 0.502, -6.617], [2.024, 1.249, -4.984], [-0.832, 1.193, -4.640], [-0.001, -0.370, -4.977], [0.819, 2.384, -6.099], [5.128, 2.655, -2.732], [4.726, 2.795, -4.202], [5.911, 3.346, -4.712], [6.401, 4.200, -3.741], [7.148, 5.084, -3.956], [5.857, 3.871, -2.547], [3.704, 3.668, -4.369], [5.795, 1.799, -2.626], [4.323, 2.593, -2.007], [4.542, 1.832, -4.673], [-4.764, 0.507, -3.863], [-5.292, -0.668, -3.079], [-4.066, -1.230, -2.646], [-3.153, -1.048, -3.645], [-2.066, -1.521, -3.657], [-3.645, -0.139, -4.520], [-5.871, -1.572, -3.928], [-4.319, 1.281, -3.240], [-5.441, 0.932, -4.596], [-5.915, -0.455, -2.218]],
  "atomic_forces_ev_per_a": [[0.3506, 0.1563, 0.9385], [0.0262, 0.0609, -0.1318], [-0.3531, -0.1551, -0.4888], [0.7381, 0.5901, -0.2837], [-0.9061, -0.5682, 0.3773], [-0.2303, 0.1519, -0.1276], [0.0843, -0.6972, -0.6408], [-0.1162, 0.2896, 0.2145], [-0.2525, 0.1999, 0.1029], [0.1629, -0.2426, -0.4211], [-0.0484, 0.2815, 0.0729], [-0.0175, -0.0975, 0.0281], [0.4669, 0.0789, 0.3569], [0.0940, -0.0014, -0.0582], [-0.2750, -0.9704, -0.5348], [0.3205, 1.3186, -0.2438], [-0.4739, -0.5034, 0.4380], [0.0843, 0.3090, -0.6265], [0.1141, -0.4857, -0.2457], [-0.4217, 0.5257, 0.5029], [0.1925, 0.1132, 0.3946], [-0.0687, 0.0464, -0.0075], [0.0082, -0.0433, -0.1665], [0.0022, 0.2197, 0.2569], [0.1161, -0.1796, 0.2039], [-0.0319, -0.2554, 0.0242], [0.1439, 0.1141, 0.0966], [0.2352, -0.2630, -0.1225], [-0.1835, -1.0605, -1.0181], [0.0731, 0.8159, 0.4343], [-0.3078, -0.9039, -0.2192], [-0.0442, 0.6837, 0.2414], [0.8256, -0.1802, -0.2174], [0.0468, 0.7071, 0.8160], [-0.0249, -0.0225, 0.0785], [-0.0596, 0.0981, -0.0003], [-0.0810, -0.1087, 0.0543], [-0.0695, 0.0847, -0.0401], [0.2422, 0.0286, 0.0008], [0.0842, 0.2025, -0.0758], [-0.4755, -0.4192, -0.1559], [0.0175, 0.0990, 0.0398], [0.3294, -0.6616, 0.2948], [-0.4428, 0.1864, -0.2090], [0.4452, -0.2215, 0.2614], [-0.4845, -0.0558, -0.4857], [1.1631, -0.1798, 0.2564], [-0.7702, 0.2613, 0.2190], [0.1033, 0.1158, -0.1363], [-0.1608, 0.0319, -0.0881], [0.1081, -0.0934, 0.2806], [-0.2391, 0.4044, -0.1982], [0.0077, -0.0478, -0.0222], [0.2534, 0.1541, 0.0627], [-0.5793, -0.0171, -0.2707], [0.2159, 0.1455, 0.0613], [-0.0748, 0.8365, 0.1592], [-0.9705, -0.7545, 0.0470], [0.7656, 0.6087, -0.3910], [-1.0240, -0.8351, -0.0355], [-0.1203, 1.1389, 0.7071], [0.5907, -0.7285, -0.3837], [0.0703, -0.0657, -0.0593], [0.0318, 0.0367, 0.0011], [0.0771, -0.0043, 0.0972], [0.1541, -0.3855, -0.1549], [0.3583, 0.0369, 0.0225], [-0.0264, 0.0660, -0.1123], [0.0947, -0.1065, -0.0490], [0.0322, 0.1337, 0.1124], [0.5082, -0.0587, -0.1623], [-0.0173, 0.5550, 0.5469], [-0.2337, -0.6055, -0.0095], [-0.2657, 0.5983, -0.2265], [1.3136, -0.9967, 0.5245], [-0.1053, -0.7053, -0.5954], [0.7223, 0.5100, -0.5612], [-0.8181, 0.4247, -0.3329], [-0.0260, -0.0786, -0.0407], [0.1339, 0.4168, 0.1348], [-0.2730, 0.1081, 0.1390], [0.0482, 0.0776, 0.0405], [-0.3391, 0.2567, 0.0648], [-0.5408, -0.2998, 0.0503], [0.0766, -0.4421, 0.2372], [1.0334, -0.7285, 0.3408], [-1.1438, 0.1574, -0.6482], [0.2707, 0.0639, -0.2385], [-0.0553, 0.0602, 0.3348], [0.0501, 0.0526, 0.0407], [-0.3614, 0.2131, -0.3692], [0.2996, 0.0523, 0.4025], [0.3062, 0.1837, 0.0534], [-0.7515, 0.1452, -0.1539], [0.3007, 0.0026, 0.3617], [0.4817, 0.3283, 0.0991], [-0.3136, 0.3446, -1.0609], [0.2052, 0.0092, 0.2264], [-0.3163, -0.1051, 0.5102], [0.1115, -0.0615, -0.3580], [0.0977, -0.1496, 0.0466], [0.2555, -0.3971, 0.0677], [-0.3389, -0.1344, -0.1428], [-0.1831, -0.0055, 0.0829], [-0.0237, 0.1030, 0.5734], [-0.2913, 0.3004, -0.2768], [1.1016, -0.9876, 0.8673], [-0.3459, 0.4325, -0.0727], [-0.2817, -0.0235, -0.2635], [0.2687, 0.0603, 0.1322], [0.2882, -0.1405, 0.0953], [-0.3398, 0.0023, -0.1158], [-0.0129, -0.0365, 0.0649], [-0.0990, 0.1486, -0.0831], [-0.2910, 0.2352, -0.3344], [0.2702, -0.1475, -0.5387], [0.7655, 0.2367, 0.1917], [-0.0895, -0.7435, -0.0706], [-0.5085, 1.0221, 0.4299], [0.1409, -0.1767, -0.2112], [0.3702, -0.0238, -0.0565], [-0.3760, 0.1941, 0.2308], [-0.4394, 0.0356, 0.3174], [0.0212, -0.1920, -0.1101], [-0.1565, -0.1080, -0.0078]],
  "gap_ev": 8.668,
  "smiles": "O=[N+]([O-])c1ccccc1.O=[N+]([O-])c1ccccc1.O=[N+]([O-])c1ccccc1.O=[N+]([O-])c1ccccc1.O=[N+]([O-])c1ccccc1.O=C1OC[C@@H](F)O1.O=C1OC[C@@H](F)O1.O=C1OC[C@@H](F)O1.O=C1OC[C@@H](F)O1.CCOS(C)(=O)=O",
  "mol_weight_g_mol": 1163.92
}

Entry 3:
{
  "formula": "C8H9ClO3P",
  "method": "wB97M-V/def2-TZVPD",
  "species": ["C", "C", "C", "C", "C", "C", "C", "C", "O", "O", "O", "P", "Cl", "H", "H", "H", "H", "H", "H", "H", "H", "H"],
  "xyz": [[0.494, -0.436, 1.948], [-0.789, 0.036, 1.609], [1.566, 0.198, 1.310], [-0.946, 1.006, 0.623], [1.404, 1.113, 0.263], [0.151, 1.514, -0.154], [-0.864, -1.611, -1.623], [-0.182, 2.420, -1.160], [0.303, 0.606, -4.573], [-2.046, 0.230, -3.670], [0.034, -0.952, -2.539], [-0.594, 0.253, -3.478], [1.011, 3.550, -1.755], [0.729, -0.883, 2.929], [-1.577, -0.362, 2.206], [2.578, 0.001, 1.710], [-1.908, 1.123, 0.118], [2.226, 1.570, -0.272], [-0.570, -2.707, -1.715], [-1.874, -1.240, -1.937], [-0.561, -1.156, -0.550], [-1.255, 2.705, -1.401]],
  "atomic_forces_ev_per_a": [[0.6162, 1.5405, 0.6922], [1.0974, 0.3677, -0.2702], [0.5805, 0.0406, -0.1571], [-0.3321, -1.5801, -0.6959], [1.1033, -0.2787, 0.4465], [-1.8309, -0.1472, 1.2584], [1.2189, 1.1720, 1.7347], [-1.5562, -0.2998, -2.3535], [0.9445, 0.3826, 0.1989], [-0.7412, -0.0385, 0.9433], [-0.4747, 1.5936, -1.3474], [0.9607, -1.0088, 0.5379], [0.0705, 0.0583, -0.0691], [-0.4786, -0.3208, -0.7506], [-0.9840, -0.0619, -0.0368], [-0.4791, 0.0428, -0.5067], [-0.1872, 0.4228, 0.7706], [0.4147, -0.2175, 0.2694], [-1.0740, 1.3209, 0.2781], [0.4378, -1.2489, 0.7212], [-1.0058, -1.5161, -2.3354], [1.6993, -0.2236, 0.6713]],
  "total_charge": -1,
  "gap_ev": [5.989, 5.994],
  "mol_weight_g_mol": 219.58
}

Q: Which calculated total energy values were calculated for the entries above? A: -117303.198 -127723.967 -36396.665, in eV.
Q: Which energy relative to the best compared isomer or geometry (same formula, charge and spin) values were calculated for the entries above? A: 107.12 0.00 0.00, in kJ/mol.